No. 1
97
Properties=species:S:1:pos:R:3:lowdin_charge:R:1 method="wB97M-V/def2-TZVPD" multiplicity=1 homo_lumo_gap_ha=0.219 e_above_lowest_ev=2.782
Sr 0.56905 0.74415 -0.36127 1.401
O -1.21280 0.95648 -1.68215 -0.737
S -2.64128 1.03719 -1.27361 0.949
C -3.51786 -0.31104 -2.22077 -0.270
C -2.56924 -0.97803 -3.20058 -0.212
C -1.66283 -1.98932 -2.50397 -0.231
C -0.57938 -2.57045 -3.39035 -0.265
S 1.05530 -1.68805 -3.17442 1.027
O 0.97576 -0.94773 -1.90106 -0.669
C 0.82106 -0.51081 -4.53506 -0.383
C 0.31753 0.75973 -4.33625 -0.092
C 0.17037 1.61169 -5.41973 -0.044
C 0.55893 1.19882 -6.68341 -0.067
C 1.07769 -0.07300 -6.87175 -0.075
C 1.20392 -0.93623 -5.79709 -0.097
C -3.19998 2.36084 -2.46750 -0.342
C -2.25633 3.15047 -3.09587 -0.104
C -2.65248 4.18328 -3.92819 -0.082
C -3.99885 4.44115 -4.11819 -0.092
C -4.94724 3.68059 -3.45201 -0.083
C -4.54709 2.65122 -2.61610 -0.101
H -4.36591 0.12786 -2.73966 0.076
H -3.85598 -1.00317 -1.45226 0.079
H -1.96670 -0.19860 -3.66719 0.095
H -3.14262 -1.47455 -3.98921 0.124
H -2.27915 -2.79256 -2.09746 0.128
H -1.18125 -1.50672 -1.65544 0.063
H -0.82178 -2.52949 -4.45023 0.092
H -0.34800 -3.59973 -3.11562 0.083
H 0.03164 1.06465 -3.34187 0.077
H -0.25704 2.59263 -5.27683 0.102
H 0.45466 1.86907 -7.52371 0.107
H 1.38133 -0.38962 -7.85729 0.105
H 1.59884 -1.93341 -5.92880 0.111
H -1.20926 2.96123 -2.91072 0.094
H -1.90906 4.79698 -4.41772 0.102
H -4.30968 5.24541 -4.77008 0.099
H -5.99960 3.89782 -3.57966 0.101
H -5.28773 2.07946 -2.07244 0.108
C 3.66999 0.56104 3.33995 -0.029
C 4.43657 -0.49402 2.86887 -0.045
C 4.45355 -0.75504 1.51003 -0.010
C 3.67586 0.03397 0.65581 -0.235
N 2.86402 0.97942 1.13706 0.057
C 2.88293 1.24942 2.42636 -0.127
C 3.75795 -0.02251 -0.80794 -0.227
C 4.64997 -0.85860 -1.48635 0.002
C 4.75237 -0.76840 -2.86115 -0.048
C 3.98761 0.17953 -3.52527 -0.051
C 3.12708 0.96525 -2.77098 -0.142
N 3.00084 0.86340 -1.46366 0.036
H 3.65820 0.83327 4.38341 0.105
H 5.03159 -1.09183 3.54491 0.111
H 5.07154 -1.55486 1.13552 0.102
H 2.25263 2.06780 2.73980 0.108
H 5.25746 -1.56982 -0.95064 0.105
H 5.44295 -1.40449 -3.39736 0.112
H 4.05367 0.30477 -4.59507 0.111
H 2.52670 1.73180 -3.24142 0.118
O -1.00128 -0.63965 0.53173 -0.412
C -2.22067 -0.39719 0.33490 -0.311
C -2.93822 0.04051 1.54573 -0.228
C -4.32252 0.18183 1.59640 -0.030
C -4.92125 0.71373 2.71973 -0.068
C -4.13001 1.12851 3.78491 -0.062
C -2.75294 1.02347 3.72869 -0.068
C -2.13631 0.46061 2.61551 -0.264
P -0.34676 0.20065 2.42608 1.054
C 0.20983 0.93873 4.04279 -0.375
C 0.84684 0.24899 5.06681 -0.096
C 1.33302 0.92816 6.17274 -0.099
C 1.19674 2.30293 6.26443 -0.094
C 0.58152 3.00328 5.23681 -0.078
C 0.11255 2.32718 4.12897 -0.134
C -0.17118 -1.55559 2.90346 -0.339
C 0.87666 -2.33648 2.43016 -0.082
C 1.01735 -3.64264 2.86740 -0.085
C 0.10478 -4.18277 3.75996 -0.093
C -0.96102 -3.41871 4.20437 -0.077
C -1.09388 -2.10969 3.78454 -0.078
H -4.91461 -0.12869 0.74782 0.110
H -5.99726 0.81359 2.77317 0.103
H -4.59265 1.54041 4.67047 0.105
H -2.15627 1.36947 4.56054 0.101
H 0.95192 -0.82662 5.01253 0.101
H 1.82679 0.37849 6.96333 0.101
H 1.57197 2.83550 7.12685 0.098
H 0.48069 4.07682 5.30033 0.105
H -0.35133 2.85909 3.30553 0.105
H 1.58592 -1.91396 1.72638 0.096
H 1.84452 -4.24625 2.52171 0.099
H 0.22138 -5.19865 4.10824 0.098
H -1.68159 -3.83730 4.89200 0.103
H -1.90753 -1.50244 4.15672 0.108
Se -2.36334 4.41204 0.50900 0.555
C -0.90724 3.51676 0.27649 -1.040
N 0.07886 2.90415 0.13600 -0.157

No. 2
179
Properties=species:S:1:pos:R:3:mulliken_spin:R:1 method="wB97M-V/def2-TZVPD" multiplicity=2 s_squared=0.757 total_charge=+1 homo_lumo_gap_ha="0.295 / 0.081"
C 1.18377 -4.77139 -9.28142 0.000
O 0.06338 -4.71479 -8.38419 0.000
C 0.11073 -3.73586 -7.43137 -0.003
C 1.01591 -4.16904 -6.24980 -0.001
N 0.71025 -3.23997 -5.10563 0.064
C 1.50167 -3.61074 -3.88706 -0.007
C 1.04775 -4.92498 -3.32632 0.004
O -0.38644 -5.18946 -3.53115 0.000
C -1.20480 -4.44537 -2.60342 0.000
H 1.09463 -4.00606 -10.05241 0.000
H 1.03412 -5.75511 -9.72639 0.000
H 2.07266 -4.64916 -8.66252 0.000
H -0.90558 -3.50053 -7.11541 0.001
H 0.37297 -2.75956 -7.83902 0.000
H 2.04286 -4.02699 -6.58639 0.001
H 0.84532 -5.19752 -5.93164 0.003
H -0.25739 -3.35530 -4.84015 0.000
H 1.25168 -2.88182 -3.11617 0.002
H 2.57890 -3.46975 -3.97538 -0.001
H 1.34989 -4.97754 -2.28035 0.000
H 1.67536 -5.68545 -3.79098 0.000
H -2.22955 -4.52773 -2.96566 0.000
H -1.04930 -3.36663 -2.58818 0.000
H -1.02492 -4.81187 -1.59277 0.000
C -3.64831 0.27029 -1.96592 0.000
C -4.84707 0.51570 -2.92608 0.001
C -5.60311 -0.80891 -3.20118 0.000
O -4.64781 -1.85089 -3.44230 0.001
C -5.21463 -3.15061 -3.86043 0.000
N -5.57255 1.50399 -2.18320 0.000
H -3.19549 1.12884 -1.47000 0.000
H -2.76209 -0.18682 -2.40613 0.001
H -4.01665 -0.44285 -1.22844 0.000
H -4.45897 0.95958 -3.84284 0.000
H -6.25895 -0.71810 -4.06705 0.000
H -6.15883 -1.23900 -2.36794 0.000
H -4.41616 -3.63462 -4.42282 0.000
H -5.97979 -3.06363 -4.63183 0.000
H -5.54727 -3.66438 -2.95849 0.000
H -6.56723 1.35038 -2.09898 0.000
H -5.65395 2.23099 -2.87958 0.000
C 1.36724 0.10983 -0.66872 0.004
C 0.40725 -0.54236 0.39155 -0.001
C -0.66597 0.43768 0.93984 0.000
O -1.52659 -0.33029 1.86578 0.000
C -0.81574 -0.67117 3.05886 0.000
N -0.27439 -1.54220 -0.31529 0.000
H 2.06286 -0.64637 -1.03254 0.001
H 1.93985 0.88313 -0.15664 0.000
H 0.89435 0.65616 -1.48481 -0.003
H 1.05567 -0.87870 1.20056 0.000
H -1.30734 0.81897 0.14525 0.000
H -0.21812 1.31346 1.40947 0.000
H -0.30264 0.11139 3.61781 0.000
H -0.13511 -1.45995 2.73848 0.000
H -1.45409 -1.23685 3.73756 0.000
H -0.85138 -2.02113 0.36133 0.000
H -0.92016 -0.98941 -0.86073 0.000
C 4.40222 0.99973 -4.39306 0.002
C 4.15111 -0.47201 -4.95323 -0.005
C 4.80883 -1.69036 -4.22521 0.020
O 4.24049 -2.01298 -2.99721 0.001
C 4.90982 -2.73531 -1.98352 0.000
N 2.75501 -0.57996 -5.21189 0.124
H 3.88549 1.79296 -4.93330 -0.001
H 5.47090 1.21422 -4.38847 0.000
H 4.22179 1.01810 -3.31825 -0.001
H 4.51249 -0.29757 -5.96667 0.002
H 5.85399 -1.39496 -4.13330 0.000
H 4.85804 -2.49067 -4.96359 -0.001
H 4.30320 -2.57561 -1.09211 0.000
H 5.93633 -2.54632 -1.66946 0.000
H 4.85641 -3.81380 -2.13222 0.000
H 2.54521 -1.40215 -5.75969 -0.004
H 2.29616 -0.67213 -4.31687 -0.006
C -1.20250 2.23576 -5.36900 0.009
C -0.24160 1.12831 -5.05388 0.010
C -0.16400 -0.04725 -6.01460 0.060
O -1.47327 -0.56235 -6.40419 0.158
C -2.26173 -1.13460 -5.44614 0.004
N 1.06545 1.73677 -4.93166 0.475
H -1.22341 3.08686 -4.68833 -0.001
H -2.23930 1.91264 -5.46241 -0.001
H -1.06505 2.65911 -6.36398 0.000
H -0.43379 0.77701 -4.04011 0.039
H 0.38025 -0.91935 -5.65219 0.006
H 0.25773 0.31655 -6.95156 -0.002
H -3.23548 -1.38779 -5.86541 0.001
H -2.58755 -0.49637 -4.62480 0.013
H -1.85268 -2.07624 -5.07997 0.009
H 1.76781 1.03227 -5.10624 0.019
H 1.07398 2.34509 -5.73786 0.001
C 1.89489 6.00242 2.18833 0.000
C 2.50961 5.02846 1.12748 0.000
C 1.50753 4.85369 -0.06682 0.001
O 2.00266 3.83639 -0.96543 0.001
C 1.36468 3.81179 -2.24643 0.011
N 3.74043 5.55534 0.60325 0.000
H 2.57115 6.13174 3.03335 0.000
H 0.92785 5.63419 2.53088 0.000
H 1.75583 6.96071 1.68787 0.000
H 2.69816 4.09612 1.65973 0.000
H 1.44145 5.86269 -0.47382 0.000
H 0.50555 4.53620 0.22185 0.000
H 1.87327 3.30046 -3.06372 -0.011
H 1.05776 4.79456 -2.60427 0.000
H 0.42154 3.27437 -2.14760 0.001
H 4.01884 4.89163 -0.10534 0.000
H 4.43172 5.41904 1.32689 0.000
C 2.96864 -0.57487 3.46807 0.000
C 2.70893 0.45588 4.50183 0.000
C 2.74088 -0.00295 5.94027 0.000
O 1.81986 0.76184 6.65986 0.000
C 1.70077 0.47482 8.03971 0.000
N 3.56300 1.64067 4.22768 0.000
H 3.89753 -1.13716 3.56343 0.000
H 2.86661 -0.17273 2.46011 0.000
H 2.19807 -1.34369 3.52498 0.000
H 1.70691 0.82855 4.28927 0.000
H 3.73097 -0.06672 6.39168 0.000
H 2.35770 -1.01255 6.08857 0.000
H 2.70137 0.69355 8.41258 0.000
H 1.45282 -0.52880 8.38519 0.000
H 0.96186 1.12888 8.50266 0.000
H 4.10463 1.39244 3.41212 0.000
H 4.25548 1.46789 4.94232 0.000
C -1.98596 4.51915 8.53221 0.000
C -2.75061 4.52931 7.17809 0.000
C -2.21897 3.56025 6.05287 0.000
O -0.98621 4.16589 5.74518 0.000
C -0.46173 3.60667 4.53064 0.000
N -4.11192 4.19200 7.50158 0.000
H -0.91110 4.39713 8.39844 0.000
H -2.44381 3.77365 9.18236 0.000
H -2.15099 5.48001 9.01966 0.000
H -2.71861 5.57352 6.86711 0.000
H -2.79737 3.44686 5.13597 0.000
H -2.19768 2.54514 6.44937 0.000
H -0.53050 2.52723 4.39586 0.000
H 0.56312 3.94207 4.68965 0.000
H -0.72764 4.18670 3.64692 0.000
H -4.33034 4.59084 8.40342 0.000
H -4.70851 4.48656 6.74169 0.000
C -3.14401 -0.98567 6.37871 0.000
C -1.74124 -0.91541 6.86977 0.000
O -1.36421 -2.03829 7.70821 0.000
H -3.23992 -0.34252 5.50392 0.000
H -3.90726 -0.52433 7.00538 0.000
H -3.45089 -2.00436 6.14162 0.000
H -1.75075 -0.07874 7.56835 0.000
H -0.87747 -0.64634 6.26182 0.000
H -1.14530 -2.77768 7.13638 0.000
C -1.21058 -4.36553 3.87759 0.000
C -1.22334 -5.18786 5.17105 0.000
O -1.27050 -4.32015 6.17167 0.000
H -2.13793 -3.79330 3.85125 0.000
H -1.16834 -4.95170 2.95958 0.000
H -0.39779 -3.64310 3.80312 0.000
H -0.35838 -5.85092 5.15396 0.000
H -2.12418 -5.79887 5.22813 0.000
H -2.18562 -4.29756 6.46087 0.000
C -4.64516 0.26739 2.06746 0.000
C -6.03151 0.60960 1.46688 0.000
O -5.90299 1.88824 0.81749 0.000
H -4.16237 1.01247 2.69982 0.000
H -3.99317 0.18636 1.19773 0.000
H -4.46582 -0.67004 2.59392 0.000
H -6.86337 0.52308 2.16590 0.000
H -6.24444 -0.04326 0.62040 0.000
H -5.62762 1.71508 -0.08573 0.000
C 5.30250 2.24995 -0.70645 0.000
C 4.95808 1.08688 0.35595 0.000
O 5.61572 1.49289 1.50269 0.000
H 5.34507 3.22762 -0.22641 0.000
H 4.39201 2.36483 -1.29460 0.000
H 6.13811 2.02491 -1.36920 0.000
H 5.28371 0.06058 0.18637 0.000
H 3.93152 1.04950 0.72049 0.000
H 6.50432 1.57136 1.14797 0.000

No. 3
12
Properties=species:S:1:pos:R:3:lowdin_charge:R:1 method="wB97M-V/def2-TZVPD" multiplicity=1 homo_lumo_gap_ha=0.336 e_above_lowest_ev=4.729
C 0.12112 1.43044 0.22464 -0.023
N 0.56915 0.24894 -0.48510 -0.060
O 1.95597 0.08910 -0.30414 -0.051
N 2.20395 -1.20852 -0.07015 0.048
N 1.13175 -1.85377 0.09763 0.113
C 0.03510 -0.94543 -0.03158 -0.384
N -1.14767 -1.43499 0.08165 0.049
O -2.04923 -0.48987 -0.29217 -0.052
H 0.43241 1.47998 1.28305 0.111
H 0.54608 2.26153 -0.24913 0.068
H -0.96451 1.43330 0.02737 0.096
H -2.83413 -1.01070 -0.28205 0.085

No. 4
122
Properties=species:S:1:pos:R:3:mulliken_spin:R:1 method="wB97M-V/def2-TZVPD" multiplicity=3 s_squared=2.010 homo_lumo_gap_ha=0.257
C 2.37282 -4.15090 6.14983 0.000
O 1.41132 -4.30761 5.01002 0.000
C 1.35725 -3.00410 4.29084 0.000
C -0.16035 -2.87914 3.63535 0.000
C -0.47447 -1.41640 2.96337 0.000
C 0.61075 -0.94781 1.81237 0.015
C 0.16058 -1.70313 0.41001 0.000
C 0.61932 -0.87791 -0.94716 0.003
C 2.27759 -0.87901 -1.16415 0.001
C 2.74203 -1.84751 -2.40312 -0.002
C 3.12786 -1.36460 -3.78415 0.000
B 3.10507 0.24171 -4.17085 0.000
O 1.86526 0.99436 -4.57542 0.000
N 4.48098 0.95081 -4.14088 0.000
C 4.82678 1.53327 -5.49391 0.000
C 4.55002 1.96954 -3.02489 0.000
C 3.61095 -2.57263 -4.83527 0.000
O 3.26904 -2.57031 -6.12729 0.000
C 4.53441 -3.76789 -4.11685 0.000
P 6.04468 -4.40148 -5.10172 0.000
C 5.66470 -6.09383 -5.95688 0.000
O 7.33101 -4.59804 -3.89215 0.000
C 4.14967 -4.25075 -2.72990 0.000
N 4.96576 -5.30017 -2.00805 0.000
C 4.11607 -6.38828 -1.38986 0.000
C 5.68740 -4.50697 -0.89815 0.000
C 6.47807 -3.08720 -1.17064 0.000
O 5.66395 -4.93619 0.38433 0.000
C 2.80771 -3.48850 -2.08631 0.001
O 1.83878 -4.11262 -1.41218 0.000
H 3.42252 -3.80167 5.72890 0.000
H 2.47086 -5.19972 6.67843 0.000
H 1.98490 -3.31269 6.87828 0.000
H 2.19604 -3.07649 3.45112 0.000
H 1.62357 -2.10777 4.99488 0.000
H -0.31827 -3.78957 2.89697 0.000
H -0.93003 -3.06112 4.52762 0.000
H -0.51719 -0.57732 3.78092 0.000
H -1.54872 -1.46240 2.47336 0.001
H 1.71786 -1.28142 2.07246 0.000
H 0.64157 0.20746 1.62521 -0.012
H 0.60702 -2.79413 0.47456 0.000
H -1.02102 -1.85223 0.34170 0.000
H 0.19456 -1.41017 -1.92280 0.000
H 0.21173 0.22206 -0.81791 -0.002
H 2.73273 0.20292 -1.18139 0.000
H 2.70167 -1.38746 -0.17074 0.000
H 2.16413 1.94420 -4.74438 0.000
H 4.64969 2.69380 -5.57675 0.000
H 5.99161 1.33328 -5.65371 0.000
H 4.29790 0.93059 -6.37756 0.000
H 5.59630 2.51405 -2.98758 0.000
H 4.48348 1.35086 -2.00614 0.000
H 3.63440 2.69783 -3.12238 0.000
H 6.49326 -6.20061 -6.80720 0.000
H 4.64043 -5.93091 -6.53329 0.000
H 5.64624 -6.99777 -5.21287 0.000
H 7.39520 -5.58962 -3.76390 0.000
H 3.46142 -6.99796 -2.15786 0.000
H 4.81730 -7.19849 -0.86338 0.000
H 3.43638 -5.96705 -0.50380 0.000
H 6.44375 -2.72408 -2.29313 0.000
H 7.63788 -3.15562 -0.89993 0.000
H 6.01165 -2.22570 -0.49105 0.000
C 1.09098 5.43589 2.91790 0.006
C 0.22703 4.70488 1.85408 0.041
C -0.71223 5.73031 1.16765 0.014
C -1.84976 6.18956 2.07419 -0.013
C -2.63169 4.99784 2.61357 0.013
C -1.74652 3.91072 3.28277 0.047
N -0.52530 3.56380 2.47962 0.287
O -0.93441 2.70917 1.43875 0.619
C -1.31485 4.36899 4.69981 0.003
C -2.66219 2.67273 3.57292 -0.046
C 1.28621 4.22087 0.80902 -0.011
H 1.83282 6.08946 2.44042 0.000
H 0.52250 6.09278 3.57210 0.000
H 1.64421 4.72162 3.53818 -0.005
H -1.14483 5.29420 0.25658 0.001
H -0.14041 6.60826 0.84071 0.001
H -1.46639 6.79806 2.89930 0.000
H -2.52612 6.83911 1.50619 0.001
H -3.38358 5.36014 3.32634 0.000
H -3.19164 4.55503 1.78022 0.002
H -0.59248 3.67008 5.13744 -0.006
H -2.17410 4.40854 5.38096 0.000
H -0.88601 5.36873 4.72852 0.002
H -3.15901 2.29566 2.67152 0.028
H -3.46491 2.93262 4.27399 0.000
H -2.08981 1.85068 4.01995 0.004
H 1.97367 3.49182 1.25491 0.001
H 1.89066 5.06001 0.44287 0.000
H 0.83193 3.76679 -0.07886 0.002
C -7.83430 -0.48269 -0.97219 0.009
C -7.09994 0.04543 0.29048 0.032
C -7.41720 1.55252 0.47196 0.020
C -6.71424 2.43285 -0.55642 -0.019
C -5.21143 2.17973 -0.55405 0.024
C -4.82169 0.68255 -0.69459 0.050
N -5.62448 -0.22475 0.19372 0.284
O -5.09215 -0.12155 1.49262 0.639
C -4.97586 0.22490 -2.16807 0.016
C -3.27807 0.57400 -0.44815 -0.059
C -7.77829 -0.75092 1.45406 -0.004
H -8.91836 -0.53119 -0.80510 0.001
H -7.71653 0.15086 -1.84819 0.001
H -7.50329 -1.49542 -1.22872 -0.008
H -7.11936 1.88203 1.47699 0.003
H -8.49954 1.72249 0.40626 0.001
H -7.12668 2.26575 -1.55643 0.001
H -6.90413 3.48679 -0.32153 0.001
H -4.75198 2.76415 -1.36152 0.000
H -4.80201 2.58046 0.38184 0.002
H -4.82239 -0.85638 -2.26341 -0.009
H -4.23277 0.71111 -2.81247 -0.001
H -5.93861 0.47525 -2.60927 0.003
H -2.97652 0.98421 0.52259 0.008
H -2.71827 1.14048 -1.20255 -0.003
H -2.93896 -0.46778 -0.50198 0.011
H -7.57869 -1.82559 1.36349 0.001
H -8.86715 -0.61751 1.44062 0.000
H -7.44666 -0.42192 2.44536 -0.001

Looking at largest force on an atom for the records above, in order, we have 3.19; 4.25; 2.56; 8.29 eV/Å.